# C46H128N2O38

21 unconnected molecules or ions with the total composition C46H128N2O38 at a distorted geometry (ωB97M-V with the def2-TZVPD basis set, the Open Molecules 2025 dataset).

XYZ file:
```
214
C46H128N2O38 | the Open Molecules 2025 dataset | ωB97M-V with the def2-TZVPD basis set
C -2.785 1.030 5.299
C -2.461 0.688 3.797
O -3.465 1.217 2.970
O -2.914 2.439 5.379
H -1.999 0.633 5.941
H -3.738 0.553 5.532
H -2.329 -0.375 3.596
H -1.538 1.113 3.402
H -3.414 2.176 2.995
H -2.981 2.627 6.318
C -4.276 -5.794 -2.237
C -2.858 -5.705 -2.986
O -2.012 -5.037 -2.062
O -4.288 -6.704 -1.128
H -4.989 -6.126 -2.992
H -4.666 -4.841 -1.879
H -3.091 -5.092 -3.857
H -2.543 -6.676 -3.369
H -2.383 -4.154 -1.990
H -4.273 -7.602 -1.468
C -0.271 5.636 -0.200
C 1.231 5.825 -0.526
O 1.415 6.700 -1.648
O -0.556 4.675 0.818
H -0.721 5.167 -1.075
H -0.800 6.557 0.045
H 1.712 4.889 -0.811
H 1.692 6.318 0.330
H 1.519 7.591 -1.306
H -0.141 3.864 0.516
C 0.151 -3.722 1.050
C 0.716 -4.374 -0.223
O 0.198 -5.686 -0.432
O -1.204 -3.128 0.865
H 0.804 -2.923 1.398
H 0.223 -4.425 1.880
H 1.798 -4.358 -0.094
H 0.434 -3.893 -1.160
H -0.545 -5.590 -1.032
H -1.797 -3.881 0.904
C 2.154 -3.008 -6.107
C 0.737 -2.487 -6.212
O 0.709 -1.138 -5.659
O 2.680 -2.796 -4.842
H 2.793 -2.413 -6.759
H 2.326 -4.058 -6.341
H 0.051 -3.126 -5.655
H 0.444 -2.435 -7.260
H -0.180 -0.788 -5.750
H 2.169 -2.071 -4.475
C 0.345 -2.156 4.779
C -1.102 -2.567 4.882
O -1.277 -3.743 5.577
O 0.425 -0.786 4.391
H 0.822 -2.678 3.950
H 0.924 -2.289 5.693
H -1.584 -2.649 3.908
H -1.596 -1.786 5.460
H -0.706 -4.355 5.106
H 1.266 -0.436 4.694
C -3.522 5.235 2.702
C -4.529 5.078 3.842
O -3.875 4.973 5.049
O -2.853 4.066 2.206
H -2.798 5.993 3.001
H -4.064 5.683 1.869
H -5.084 4.166 3.621
H -5.224 5.898 4.022
H -3.499 4.102 5.197
H -2.036 4.386 1.815
C -2.642 -1.417 -2.553
C -1.170 -1.694 -2.715
O -0.541 -1.499 -1.470
O -3.165 -2.356 -1.633
H -3.213 -1.577 -3.468
H -2.922 -0.423 -2.206
H -0.678 -1.001 -3.398
H -1.064 -2.705 -3.109
H -1.031 -1.992 -0.808
H -3.854 -1.903 -1.141
C 0.687 0.119 1.199
C -0.427 1.017 0.593
O 0.076 2.238 0.083
O 1.452 -0.404 0.128
H 0.218 -0.668 1.788
H 1.307 0.733 1.853
H -1.190 1.144 1.360
H -1.005 0.491 -0.168
H 0.424 2.163 -0.809
H 0.863 -0.771 -0.535
C 6.266 -0.809 -1.840
C 5.899 -2.265 -2.101
O 5.845 -2.952 -0.855
O 7.556 -0.718 -1.190
H 5.468 -0.410 -1.215
H 6.212 -0.129 -2.690
H 6.713 -2.613 -2.736
H 4.918 -2.316 -2.574
H 5.026 -2.739 -0.401
H 8.172 -1.407 -1.453
C 1.282 1.205 -2.972
C 2.530 0.238 -2.690
O 3.720 0.427 -3.501
O 1.543 2.444 -2.283
H 0.362 0.765 -2.588
H 1.052 1.321 -4.031
H 2.292 -0.815 -2.844
H 2.868 0.436 -1.673
H 4.036 1.324 -3.371
H 2.211 2.958 -2.743
C 4.776 4.173 -3.947
C 3.990 5.334 -3.352
O 2.605 5.168 -3.647
O 4.439 2.976 -3.188
H 5.830 4.361 -3.740
H 4.855 4.100 -5.031
H 4.281 6.310 -3.740
H 4.095 5.363 -2.268
H 2.131 5.687 -2.993
H 4.790 3.113 -2.304
C -2.492 0.586 -5.950
C -3.991 0.972 -6.231
O -4.782 0.357 -5.175
O -2.237 -0.791 -6.050
H -2.189 0.908 -4.953
H -1.938 1.093 -6.740
H -4.412 0.551 -7.144
H -4.060 2.060 -6.216
H -5.005 -0.528 -5.472
H -2.487 -1.039 -6.943
C 4.445 3.595 0.535
C 3.551 2.398 0.949
O 4.081 1.598 2.001
O 5.472 3.207 -0.365
H 4.932 3.984 1.429
H 3.781 4.395 0.209
H 3.286 1.813 0.067
H 2.616 2.838 1.296
H 4.812 1.111 1.614
H 5.829 2.396 0.004
C 3.123 -6.765 -1.964
C 2.772 -5.780 -3.045
O 3.903 -5.180 -3.678
O 3.583 -7.991 -2.551
H 2.278 -7.019 -1.325
H 3.848 -6.274 -1.314
H 2.226 -4.953 -2.589
H 2.095 -6.259 -3.752
H 3.579 -4.370 -4.080
H 4.488 -8.077 -2.243
C -6.707 -2.119 -0.751
C -6.028 -0.811 -0.900
O -4.886 -0.861 -0.133
O -7.177 -2.231 0.677
H -6.014 -2.923 -0.999
H -7.558 -2.190 -1.429
H -6.667 0.032 -0.633
H -5.783 -0.760 -1.961
H -5.113 -0.772 0.796
H -6.374 -2.104 1.187
C 3.757 1.490 5.514
C 5.074 0.967 6.151
O 6.134 1.073 5.173
O 3.142 0.635 4.525
H 4.032 2.480 5.148
H 3.024 1.678 6.298
H 5.039 -0.104 6.348
H 5.256 1.572 7.039
H 6.939 0.610 5.419
H 3.494 0.935 3.684
C -4.047 -2.653 2.616
C -4.968 -1.666 3.344
O -5.388 -0.546 2.503
O -4.634 -3.313 1.563
H -3.660 -3.375 3.335
H -3.142 -2.145 2.284
H -4.592 -1.220 4.265
H -5.815 -2.251 3.702
H -4.775 0.181 2.636
H -4.025 -4.008 1.301
C 3.452 -2.117 2.135
C 3.885 -3.568 2.435
O 2.759 -4.372 2.463
O 3.439 -1.958 0.702
H 4.182 -1.463 2.612
H 2.487 -1.794 2.524
H 4.409 -3.712 3.380
H 4.586 -3.911 1.675
H 3.086 -5.247 2.241
H 2.745 -1.336 0.471
C -4.157 2.626 -0.669
C -4.560 2.450 -2.162
C -3.495 3.053 -3.104
C -3.281 4.439 -2.920
N -3.182 5.607 -2.798
H -4.757 1.935 -0.076
H -4.287 3.654 -0.332
H -3.117 2.309 -0.591
H -5.550 2.835 -2.403
H -4.703 1.392 -2.382
H -3.692 2.954 -4.172
H -2.539 2.611 -2.821
C 0.770 4.377 6.288
C -0.042 3.749 5.173
C 0.747 3.388 3.874
C 1.404 4.501 3.207
N 1.963 5.340 2.708
H 0.168 4.495 7.189
H 1.144 5.294 5.833
H 1.640 3.760 6.515
H -0.923 4.360 4.974
H -0.461 2.814 5.547
H 0.119 3.055 3.048
H 1.451 2.594 4.122
```

Output
Gap between HOMO and LUMO = 9.18 eV
Lowest unoccupied orbital energy = -0.20 eV
Strongest force on any atom = 5.5 eV/Å
HOMO energy = -9.38 eV
Energy = -130553.6313 eV

=====

# C46H132N19O21P7

11 unconnected molecules or ions with the total composition C46H132N19O21P7 at a distorted geometry (ωB97M-V with the def2-TZVPD basis set, the Open Molecules 2025 dataset).

XYZ file:
```
225
C46H132N19O21P7 | the Open Molecules 2025 dataset | ωB97M-V with the def2-TZVPD basis set
O -1.941 -6.322 3.177
P -1.285 -6.728 1.906
N -2.055 -8.050 1.123
C -1.711 -8.458 -0.276
C -2.980 -9.020 1.795
N 0.290 -7.321 2.045
C 1.180 -7.617 0.910
C 0.642 -8.097 3.256
N -1.130 -5.419 0.822
C -2.314 -5.047 0.063
C -0.280 -4.237 1.031
H -2.639 -8.454 -0.849
H -1.336 -9.481 -0.286
H -1.067 -7.726 -0.765
H -3.011 -9.918 1.177
H -4.003 -8.647 1.827
H -2.765 -9.180 2.851
H 0.917 -8.576 0.463
H 1.261 -6.818 0.173
H 2.221 -7.755 1.204
H 0.076 -7.786 4.135
H 0.514 -9.163 3.072
H 1.709 -7.937 3.409
H -2.466 -5.732 -0.772
H -3.227 -4.848 0.624
H -2.120 -4.164 -0.547
H -0.780 -3.377 1.477
H 0.129 -3.852 0.097
H 0.508 -4.476 1.745
O 0.621 -1.581 -1.758
P 1.648 -2.365 -2.539
N 1.252 -3.862 -3.289
C -0.197 -4.051 -3.491
C 2.080 -5.076 -3.363
N 3.074 -2.602 -1.614
C 3.121 -3.714 -0.676
C 3.863 -1.427 -1.243
N 2.270 -1.410 -3.811
C 1.262 -0.559 -4.531
C 3.365 -1.936 -4.667
H -0.325 -4.987 -4.035
H -0.613 -3.267 -4.123
H -0.743 -4.026 -2.548
H 3.152 -4.922 -3.240
H 2.090 -5.390 -4.407
H 1.652 -5.947 -2.866
H 2.165 -4.204 -0.491
H 3.759 -4.512 -1.056
H 3.586 -3.401 0.258
H 3.328 -0.756 -0.570
H 4.819 -1.746 -0.827
H 4.095 -0.834 -2.127
H 0.563 -0.016 -3.895
H 1.702 0.135 -5.248
H 0.601 -1.137 -5.176
H 3.077 -2.710 -5.379
H 4.151 -2.361 -4.042
H 3.735 -1.186 -5.365
O -6.735 3.208 -2.388
P -5.746 3.840 -1.464
N -5.070 2.763 -0.322
C -4.176 1.689 -0.766
C -5.722 2.466 0.964
N -6.385 5.133 -0.461
C -7.514 5.910 -0.911
C -5.725 5.676 0.773
N -4.423 4.556 -2.238
C -4.443 5.147 -3.579
C -3.349 5.205 -1.413
H -4.864 0.845 -0.718
H -3.371 1.527 -0.048
H -3.703 1.884 -1.729
H -5.361 3.081 1.788
H -5.768 1.402 1.194
H -6.763 2.753 0.819
H -7.087 6.844 -1.276
H -8.051 5.441 -1.736
H -8.144 6.155 -0.055
H -6.300 5.463 1.673
H -4.758 5.191 0.911
H -5.551 6.734 0.575
H -4.568 6.230 -3.583
H -3.600 4.851 -4.204
H -5.243 4.629 -4.108
H -2.419 5.279 -1.977
H -3.149 4.647 -0.498
H -3.676 6.201 -1.115
O 0.406 7.473 2.859
P 1.423 6.452 2.958
N 2.713 6.927 3.984
C 3.816 5.977 4.280
C 2.728 8.212 4.646
N 2.274 6.064 1.489
C 3.307 6.902 0.845
C 1.612 5.205 0.465
N 0.930 4.980 3.669
C 1.643 3.688 3.540
C 0.078 4.988 4.828
H 4.703 6.609 4.323
H 3.993 5.309 3.437
H 3.687 5.313 5.135
H 2.095 8.344 5.523
H 2.303 8.959 3.975
H 3.727 8.558 4.914
H 3.769 6.263 0.092
H 2.775 7.622 0.224
H 4.095 7.360 1.443
H 0.873 4.661 1.053
H 1.084 5.848 -0.239
H 2.339 4.536 0.003
H 0.880 2.955 3.276
H 2.339 3.860 2.718
H 2.184 3.435 4.451
H 0.646 5.556 5.565
H -0.294 4.041 5.221
H -0.796 5.632 4.736
O -2.093 0.099 -5.601
P -3.313 -0.666 -5.291
N -4.770 0.163 -5.001
C -6.115 -0.392 -4.657
C -4.738 1.653 -4.770
N -3.206 -1.464 -3.783
C -2.352 -0.947 -2.720
C -4.018 -2.601 -3.373
N -3.697 -1.856 -6.407
C -2.919 -3.102 -6.492
C -4.489 -1.614 -7.634
H -6.895 0.078 -5.256
H -6.383 -0.276 -3.607
H -6.148 -1.452 -4.909
H -4.398 2.197 -5.651
H -3.965 1.980 -4.073
H -5.692 2.101 -4.492
H -2.753 0.025 -2.435
H -2.180 -1.492 -1.791
H -1.342 -0.817 -3.110
H -4.326 -3.130 -4.275
H -3.570 -3.264 -2.632
H -4.874 -2.309 -2.764
H -2.443 -3.224 -7.465
H -2.092 -3.166 -5.785
H -3.605 -3.943 -6.389
H -5.543 -1.381 -7.482
H -4.438 -2.454 -8.327
H -4.136 -0.720 -8.148
C -0.157 -0.377 1.306
N -0.477 0.810 0.520
O -1.183 0.676 -0.489
O -0.083 1.884 0.911
H 0.920 -0.530 1.239
H -0.732 -1.156 0.805
H -0.424 -0.222 2.351
C -4.175 -1.916 1.237
N -3.277 -1.327 2.251
O -3.388 -0.142 2.382
O -2.490 -1.983 2.891
H -3.491 -2.255 0.460
H -5.025 -1.353 0.850
H -4.528 -2.788 1.788
C -1.435 -0.371 5.380
N -0.793 0.720 6.169
O -1.146 1.853 6.031
O 0.043 0.467 6.982
H -0.720 -1.157 5.135
H -1.916 0.051 4.497
H -2.171 -0.668 6.126
C -2.398 3.977 2.214
N -3.437 4.588 3.055
O -4.121 3.795 3.669
O -3.580 5.798 3.025
H -2.723 3.679 1.217
H -2.127 3.026 2.674
H -1.481 4.564 2.166
C 7.797 0.147 -1.293
C 7.001 1.339 -1.740
O 6.447 1.191 -3.042
P 5.121 1.923 -3.549
O 4.704 1.592 -4.904
O 4.078 1.703 -2.362
C 2.837 2.356 -2.446
C 2.095 1.998 -1.263
O 5.440 3.466 -3.342
C 5.842 4.325 -4.364
C 7.253 4.042 -4.894
H 7.749 -0.053 -0.223
H 7.300 -0.695 -1.775
H 8.795 0.143 -1.731
H 6.102 1.448 -1.133
H 7.565 2.270 -1.680
H 2.858 3.440 -2.560
H 2.254 1.981 -3.287
H 2.418 2.388 -0.298
H 1.091 2.379 -1.451
H 1.779 0.957 -1.330
H 5.204 4.140 -5.228
H 5.714 5.382 -4.132
H 7.242 3.124 -5.482
H 7.596 4.884 -5.495
H 7.922 3.881 -4.049
C 6.279 -2.228 3.216
C 4.940 -1.966 2.612
O 3.963 -2.755 3.205
P 2.801 -2.194 4.221
O 1.594 -1.680 3.509
O 2.515 -3.540 5.112
C 1.371 -4.323 4.927
C 1.465 -5.456 5.910
O 3.623 -1.242 5.327
C 2.878 -0.298 6.141
C 3.764 0.315 7.249
H 6.504 -3.294 3.198
H 7.069 -1.811 2.590
H 6.300 -1.805 4.220
H 4.687 -0.911 2.722
H 5.072 -2.165 1.549
H 0.474 -3.705 4.962
H 1.284 -4.608 3.878
H 2.153 -6.215 5.537
H 1.976 -5.200 6.838
H 0.460 -5.797 6.161
H 2.358 0.509 5.626
H 2.149 -0.849 6.735
H 3.158 0.948 7.898
H 4.142 -0.418 7.963
H 4.667 0.841 6.940
```

Output
Gap between HOMO and LUMO (spin up / spin down) = 7.27 / 3.07 eV
Lowest unoccupied orbital energy (spin up / spin down) = -2.14 / -6.34 eV
Strongest force on any atom = 4.1 eV/Å
Multiplicity = 2
HOMO energy (spin up / spin down) = -9.41 / -9.41 eV
Energy = -186164.3739 eV
Charge = +1